The molecule C13H18BrNO4S. Source: the Open Molecules 2025 dataset; level of theory: the ωB97M-V functional and the def2-TZVPD basis.

```
38
Properties=species:S:1:pos:R:3:forces:R:3
C -3.63489 -0.33624 2.08039 0.4 0.0 0.0
C -2.37833 -0.62229 2.88771 -0.4 -0.3 0.3
H -2.33424 -0.01644 3.79658 0.0 -0.1 -0.1
H -2.31448 -1.68430 3.14272 0.0 0.2 0.0
O -1.22043 -0.26837 2.11863 0.0 0.5 0.1
C -0.55033 -1.24786 1.53478 0.3 -0.1 0.0
O -0.73496 -2.42608 1.69911 0.0 -0.1 0.0
C 0.55064 -0.71976 0.61524 0.0 0.0 0.4
N 0.54101 -1.50830 -0.60244 -0.5 0.1 -0.6
S -0.83187 -1.22434 -1.52468 0.5 0.1 -0.2
O -0.91037 -2.25872 -2.50698 0.2 -0.1 -0.1
O -1.97366 -0.96200 -0.69350 0.1 0.3 -0.1
C -0.32817 0.30592 -2.30049 -0.2 -0.4 0.3
C -0.91386 1.49946 -1.92597 -0.1 -0.1 0.1
C -0.48166 2.68179 -2.50353 0.1 0.0 -0.1
C 0.53360 2.63327 -3.44655 0.0 0.1 0.0
C 1.12111 1.43506 -3.82703 0.0 0.0 0.0
C 0.68147 0.26045 -3.24276 0.1 0.0 -0.1
H 1.10143 -0.69516 -3.51049 0.1 -0.1 -0.1
H 1.90680 1.42630 -4.56659 0.0 0.0 0.0
Br 1.13633 4.24855 -4.23779 0.0 -0.1 0.1
H -0.92419 3.62670 -2.22823 0.0 0.0 0.0
H -1.70485 1.48581 -1.19251 -0.1 0.1 0.1
H 0.61670 -2.49784 -0.39668 -0.1 -0.3 -0.1
H 0.31919 0.31296 0.34000 0.1 0.0 0.2
C 1.93206 -0.78757 1.28996 -0.1 0.2 -0.2
C 2.99073 -0.23494 0.33984 -0.1 -0.2 0.1
H 2.81948 0.82419 0.15932 0.0 0.2 0.0
H 3.98163 -0.35668 0.76977 0.1 0.0 0.0
H 2.95217 -0.75873 -0.61102 0.1 0.0 -0.1
C 1.92638 -0.01663 2.60659 0.0 -0.3 -0.1
H 2.92168 -0.02381 3.04433 0.1 0.0 0.1
H 1.23726 -0.46418 3.31790 -0.1 0.0 0.2
H 1.62778 1.01615 2.44198 0.0 0.2 0.0
H 2.14783 -1.84173 1.49289 0.0 0.0 0.0
H -3.75496 0.73388 1.93233 -0.1 0.1 0.0
H -3.54871 -0.81342 1.10651 -0.1 0.0 0.0
H -4.50532 -0.72509 2.60062 -0.1 0.0 0.1
```
Positions in Å, forces in eV/Å.

Computed properties:
F_max: 0.81 eV/Å
SMILES string: CCOC(=O)[C@H](NS(=O)(=O)c1ccc(Br)cc1)C(C)C
Kohn-Sham gap: 9.98 eV
2S+1: 1



A structure of composition C13H18Cl16INO4P. Source: the Open Molecules 2025 dataset; level of theory: the ωB97M-V functional and the def2-TZVPD basis.

```
54
Properties=species:S:1:pos:R:3:forces:R:3
C 2.79722 -2.78119 -0.47406 0.3 0.2 -0.1
C 1.92921 -2.18662 -1.59069 0.1 -0.1 -0.1
C 1.88141 -3.18632 -2.74269 -0.1 -0.1 0.0
C 0.48337 -1.91756 -1.08938 0.0 -0.1 0.1
C -0.06788 -0.50925 -1.31349 0.0 -0.1 0.2
I -0.72088 -0.19705 -3.35167 0.0 0.1 -0.1
P -1.52977 -0.29524 -0.22777 0.0 0.0 -0.2
O -1.24306 -0.64481 1.15946 0.2 0.1 0.3
O -1.97499 1.20808 -0.40932 -0.1 0.3 -0.1
O -2.74705 -1.07998 -0.88366 -0.1 -0.2 -0.2
C 0.93289 0.55967 -0.86726 0.1 0.0 0.1
C 2.41426 0.31293 -1.27026 0.1 0.2 -0.1
C 3.30109 0.21659 -0.02355 0.1 -0.2 0.0
C 2.89122 1.48616 -2.12361 0.1 0.1 0.1
N 2.54166 -0.92325 -2.10409 -0.8 0.2 0.1
O 2.42849 -0.73764 -3.36334 0.3 -0.1 -0.1
H 2.72621 -3.86677 -0.47881 -0.2 0.0 0.1
H 3.84289 -2.52711 -0.64515 0.0 -0.1 -0.1
H 2.53305 -2.40505 0.50845 -0.1 -0.1 0.1
H 2.85578 -3.28454 -3.21708 0.0 0.0 0.0
H 1.59588 -4.15607 -2.33338 0.0 0.0 0.0
H 1.14248 -2.90356 -3.48852 0.1 0.1 -0.1
H -0.17581 -2.66105 -1.54282 -0.1 0.0 0.0
H 0.43114 -2.07720 -0.00862 0.1 0.0 0.0
H -2.30558 1.38291 -1.30240 0.0 0.1 0.0
H -2.48838 -1.91219 -1.29906 -0.1 0.0 0.0
H 0.85972 0.59450 0.22447 0.1 0.0 0.0
H 0.62705 1.53982 -1.22523 -0.1 0.0 0.0
H 4.21288 -0.33345 -0.24756 0.0 0.0 0.0
H 3.60340 1.21539 0.28694 -0.1 0.0 0.1
H 2.80079 -0.27039 0.81176 0.0 0.0 0.0
H 2.18569 1.71249 -2.91888 0.1 -0.1 -0.1
H 2.98021 2.36265 -1.47992 0.0 0.0 0.0
H 3.86772 1.28207 -2.55927 0.0 0.0 0.0
C -5.38847 1.70395 1.90866 0.0 0.0 0.0
Cl -3.95850 0.69565 2.05234 0.0 0.0 0.1
Cl -5.76638 2.44634 3.46591 0.1 0.0 0.1
Cl -5.09836 2.98550 0.72067 0.0 0.0 0.0
Cl -6.76184 0.72732 1.37981 0.0 -0.1 0.0
C 6.86747 2.99495 -0.91681 -0.1 0.0 0.0
Cl 6.56257 1.26225 -1.06544 0.1 0.0 0.0
Cl 6.07144 3.59965 0.54055 0.0 0.0 0.0
Cl 8.60207 3.28563 -0.80742 0.0 0.0 0.0
Cl 6.21277 3.82506 -2.32942 0.0 0.0 0.0
C -10.44137 3.54162 3.49571 0.0 0.0 0.0
Cl -10.94240 1.90869 3.94626 0.0 0.0 0.0
Cl -11.64753 4.24822 2.41673 0.0 0.0 0.0
Cl -10.30270 4.53514 4.94952 0.0 0.0 0.0
Cl -8.88089 3.47041 2.68157 -0.1 0.0 0.0
C 0.04752 -2.84829 3.82795 -0.1 0.1 0.0
Cl 1.65715 -2.25883 3.38738 0.0 0.0 -0.1
Cl -0.75553 -3.51694 2.40849 0.0 -0.1 0.0
Cl 0.21471 -4.10762 5.05717 0.0 0.0 0.0
Cl -0.90409 -1.51570 4.47081 0.0 0.0 0.0
```
Positions in Å, forces in eV/Å.

Computed properties:
⟨S²⟩: 0.7542
F_max: 0.79 eV/Å
Kohn-Sham gap (alpha / beta): 8.47 / 9.74 eV
2S+1: 2



The molecule C13H18N2O. Source: the Open Molecules 2025 dataset; level of theory: the ωB97M-V functional and the def2-TZVPD basis.

```
34
Properties=species:S:1:pos:R:3:forces:R:3
C 0.17078 2.09684 1.17411 0.1 -0.2 -0.2
H -0.85524 2.40261 1.35513 -0.1 0.0 0.0
H 0.80846 2.97597 1.21843 0.0 0.1 0.0
H 0.46687 1.41288 1.96687 0.0 0.0 0.1
C 0.31779 1.42211 -0.19066 0.1 0.5 0.0
N -0.39161 0.15971 -0.22211 0.1 -0.3 0.0
C 0.15407 -1.08174 -0.44080 0.0 -0.2 -0.2
N -0.72429 -2.04161 -0.42682 0.3 -0.5 -0.1
C -1.93295 -1.44225 -0.19271 0.0 0.7 0.1
C -3.19793 -2.00659 -0.08393 0.1 0.1 0.0
C -4.25985 -1.16106 0.15340 -0.1 -0.1 0.0
C -4.07420 0.21561 0.27932 -0.1 0.1 0.0
C -2.82514 0.79445 0.17443 0.0 0.3 0.0
C -1.74529 -0.04415 -0.06230 -0.4 -0.6 0.0
H -2.71761 1.86370 0.27552 0.0 0.1 0.0
H -4.93125 0.84714 0.46354 0.0 0.1 0.0
H -5.25743 -1.56541 0.24364 -0.1 0.0 0.0
H -3.32803 -3.07211 -0.18492 0.0 -0.1 0.0
C 1.60577 -1.32157 -0.65358 0.1 0.1 0.2
H 1.71003 -2.30231 -1.11840 0.0 0.1 0.0
H 2.02625 -0.57096 -1.32545 0.0 -0.1 0.0
C 2.38529 -1.29928 0.66794 0.4 0.1 -0.4
H 2.13070 -0.40520 1.23877 0.0 0.0 0.1
H 2.12453 -2.17396 1.26375 0.0 0.0 0.1
C 3.88846 -1.28351 0.41333 -0.2 -0.4 0.4
O 4.21981 -0.05695 -0.20856 0.0 0.3 -0.2
H 5.16459 -0.03903 -0.38809 -0.1 0.0 0.0
H 4.16671 -2.12812 -0.23230 0.0 0.0 0.1
H 4.42581 -1.38298 1.36726 -0.1 0.0 -0.1
C -0.14380 2.32994 -1.33178 0.2 -0.2 0.1
H -0.02632 1.82063 -2.28595 0.0 0.0 -0.1
H -1.18823 2.60499 -1.21793 -0.1 0.0 0.0
H 0.45572 3.23647 -1.34563 0.0 0.1 0.0
H 1.37751 1.19574 -0.34352 -0.2 0.0 0.0
```
Positions in Å, forces in eV/Å.

Computed properties:
F_max: 0.74 eV/Å
SMILES string: CC(C)n1c(CCCO)nc2ccccc21
Kohn-Sham gap: 8.87 eV
Energy relative to the best compared isomer or geometry (same formula, charge and spin): 5.16 kJ/mol
2S+1: 1



The molecule C13H18N2O2S. Source: the Open Molecules 2025 dataset; level of theory: the ωB97M-V functional and the def2-TZVPD basis.

```
36
Properties=species:S:1:pos:R:3:forces:R:3
C 1.62333 3.98700 0.50413 0.1 0.2 -0.1
N 0.95922 2.82158 1.03511 -0.4 -0.3 -0.1
C 1.66021 1.85472 1.68587 0.0 0.2 0.3
N 0.96968 0.80118 2.18611 -0.2 0.2 -0.2
C -0.46295 0.63572 1.99920 -0.1 0.0 -0.1
C -0.65007 -0.18128 0.75298 0.1 -0.2 0.0
C 0.13406 -1.32324 0.68696 -0.1 0.1 0.0
C 0.11639 -2.10170 -0.46338 -0.1 0.0 -0.2
C -0.68340 -1.75132 -1.53825 -0.2 0.1 -0.1
C -1.48326 -0.58717 -1.46534 0.0 -0.1 -0.2
C -1.44621 0.19281 -0.32223 -0.1 -0.1 -0.1
H -2.04585 1.08744 -0.24684 -0.1 0.1 -0.1
O -2.23725 -0.32679 -2.56892 0.3 -0.3 0.1
C -3.06524 0.80762 -2.56089 -0.1 0.2 0.0
H -3.57889 0.80244 -3.52078 0.0 0.0 0.1
H -2.48480 1.73247 -2.46950 0.0 0.0 0.0
H -3.80606 0.76272 -1.75515 0.0 0.0 0.0
O -0.77786 -2.44740 -2.70302 -0.2 0.3 0.1
C -0.00943 -3.61533 -2.84831 0.1 -0.2 0.0
H -0.24235 -3.99701 -3.84100 0.1 0.0 0.1
H 1.06318 -3.40372 -2.78538 0.0 0.0 0.0
H -0.27565 -4.36937 -2.09987 0.0 0.0 0.0
H 0.73340 -2.98508 -0.50432 0.1 -0.1 -0.1
C 0.94336 -1.66574 1.90286 -0.1 0.1 0.0
C 1.66388 -0.43385 2.49064 0.4 -0.3 0.2
H 2.67270 -0.34987 2.07852 -0.2 0.0 0.1
H 1.75689 -0.54268 3.57727 0.1 0.0 -0.1
H 0.26259 -2.07447 2.65676 0.1 -0.1 0.0
H 1.67946 -2.43594 1.67429 0.0 0.0 0.1
H -0.96551 1.60225 1.96665 0.0 -0.1 0.0
H -0.83799 0.09365 2.87572 0.0 0.1 0.0
S 3.28659 2.01393 1.96156 0.7 0.1 0.0
H 0.14109 2.52682 0.52335 0.0 0.0 0.1
H 2.33160 4.35084 1.24651 -0.1 0.0 -0.1
H 2.17712 3.76441 -0.41352 0.0 0.0 0.1
H 0.87803 4.75435 0.30218 0.0 0.0 0.0
```
Positions in Å, forces in eV/Å.

Computed properties:
F_max: 0.73 eV/Å
SMILES string: CNC(=S)N1CCc2cc(OC)c(OC)cc2C1
Kohn-Sham gap: 8.30 eV
Energy relative to the best compared isomer or geometry (same formula, charge and spin): 141.25 kJ/mol
2S+1: 1